No. 1
Below is a 2-piece molecular cluster, C2H4FN3 overall at a distorted geometry, with properties calculated with wB97M-V/def2-TZVPD.

Structure (XYZ):
```
10
Properties=species:S:1:pos:R:3:forces:R:3
C 0.5264 -0.7195 1.3118 -0.1 -0.6 0.9
C 0.2845 -0.4943 -0.1485 0.1 3.1 1.4
N -0.4309 -0.2083 2.0137 1.5 -0.2 -0.3
N -0.8998 0.4285 -0.0504 0.9 -0.8 -1.2
N -1.2452 0.5265 1.1113 -1.2 0.5 0.8
F 0.0028 1.3289 -2.6868 -1.5 0.4 1.8
H 1.3770 -1.1982 1.8754 -1.1 0.3 -1.1
H 1.0224 0.1203 -0.6793 0.3 -0.3 0.2
H -0.0083 -1.2497 -0.8010 -0.2 -1.9 -0.8
H -0.6289 1.4657 -1.9463 1.4 -0.5 -1.6
```
Positions in Å, forces in eV/Å.

Summary:
Strongest force on any atom (eV/Å): 3.43
Orbital gap (eV): 10.4
SMILES string: C1=NN=NC1.F
Calculated total energy (Eh): -342.66358

---

No. 2
Below is a 2-piece molecular cluster, C4H11N3O overall at a distorted geometry, with properties calculated with wB97M-V/def2-TZVPD.

Structure (XYZ):
```
19
Properties=species:S:1:pos:R:3:forces:R:3
C 1.6165 -0.2348 0.3009 3.3 -3.2 -1.6
C -0.0175 1.8168 -0.6407 4.4 0.6 -1.1
C -2.1480 -1.1657 0.3955 1.0 0.0 4.1
C -0.4664 0.6736 0.0881 -2.8 -1.2 0.7
N 1.6082 -1.4497 0.1219 -1.5 1.7 0.5
N 2.3859 0.8049 0.3631 -0.1 -0.8 -0.8
N -1.3732 -0.1826 -0.3066 -0.7 2.9 -2.5
O 0.7173 -2.3950 -0.2644 1.2 2.5 0.0
H 0.7886 2.5622 -0.1938 -1.9 -2.0 -0.7
H 0.2541 1.5412 -1.6668 0.2 0.2 0.0
H -0.8551 2.3459 -0.7515 -3.5 2.7 -0.6
H -2.8646 -0.8077 1.2469 1.4 -0.2 -1.8
H -2.6095 -1.8193 -0.2556 -1.3 -0.8 -1.7
H -1.3506 -1.7789 0.8083 -0.5 -0.3 0.9
H -0.3253 0.7136 1.1294 0.4 -0.6 1.6
H 3.1280 1.1584 -0.3078 -1.2 -0.9 0.7
H 2.1188 1.3521 1.1321 0.5 1.6 1.3
H 1.2208 -3.1401 0.0459 0.0 -1.9 0.2
H -1.8282 0.0051 -1.2450 1.3 -0.2 0.8
```
Positions in Å, forces in eV/Å.

Summary:
Charge: +2
Strongest force on any atom (eV/Å): 4.83
Orbital gap (eV): 9.3
Calculated total energy (Eh): -397.66323

---

These records have lowest unoccupied orbital energy values of -0.217 -10.898 eV, in the order they appear.
These records have E_HOMO values of -10.59 -20.22 eV, in the order they appear.
These records have relative energy (zero: lowest compared OMol25 entry of this formula, charge and spin) values of 155.8 502.7 kJ/mol, in the order they appear.